No. 1
The following is a DFT calculation (ωB97M-V/def2-TZVPD) of a molecular structure, C42H57BrF32I2NO9Si in a non-equilibrium geometry.

Calculated values
LUMO energy: 1.39 eV

Geometry as ORCA input:
```
! wB97M-V def2-TZVPD RIJCOSX def2/J DEFGRID3
* xyz -1 1
H -2.03615 -2.79008 -5.22657
H -0.88326 6.40749 3.29668
F 2.65629 0.72228 9.95596
F 0.62709 4.84152 5.16582
N -2.41562 2.65567 -6.13961
C -1.07370 3.74888 0.39556
O 0.67806 0.78650 -9.48256
H -6.20000 -0.15766 -0.43186
H -0.98041 -3.95850 -4.10279
F 1.15829 -3.32927 -0.36365
O -0.02104 1.17926 -6.14736
F -2.72081 5.42179 0.71340
H -7.27694 0.80913 -1.64870
C 0.39511 4.69079 3.82250
H -5.60418 2.11797 -5.10178
I -1.30914 4.61318 -8.59031
F 4.72943 -1.90952 7.35755
F 1.44372 5.16019 1.72651
F 0.31011 3.34972 3.61322
H -6.04237 1.80589 -0.49436
H 1.42618 -6.85038 -4.74713
C -1.86442 0.03663 11.70746
O 1.59031 -3.60883 2.48399
Si -4.88656 0.59262 -2.49236
H -0.39497 3.00398 10.90398
F 1.94286 -5.33041 -0.71224
O 5.18610 -2.40957 4.54414
C -0.98646 -2.96265 -4.71771
C 2.47570 -6.28190 -4.73679
H -6.63565 -0.52965 -4.09224
H 1.15900 -1.21975 -4.83989
C 4.28791 -1.52138 3.87464
C 1.34043 0.38156 10.02033
H 1.69155 6.35822 3.30036
H 0.59601 -2.74747 3.99652
C 3.01806 -1.14201 4.65054
C -0.26365 1.91644 10.96833
C -3.20708 -0.07586 -1.75182
H -0.21841 -4.15877 3.40706
H 3.09953 -6.71749 -5.65607
F -2.36963 -2.04235 0.76359
H -3.37472 4.10366 -4.67327
H 3.00375 -3.87192 0.14238
C -6.21859 0.81260 -1.09643
F -2.55164 2.24995 11.33902
H 0.20820 1.75722 11.94527
F 0.24742 -1.51934 1.48593
F -1.99170 1.09980 9.57830
H 4.80476 -0.64861 3.45806
H -3.49294 -0.12467 -7.74757
C 1.19691 -1.74991 -5.90875
H 2.57114 3.21937 -2.26176
C 3.08072 0.20634 5.35792
F 4.05206 0.24655 6.29851
O -1.78702 4.64993 2.57547
O 2.53186 1.97804 -8.36982
F 1.70757 -1.77936 9.07177
H -4.83745 -0.98233 -4.60262
H -0.45740 -3.00283 -6.93493
H 3.24694 1.02162 4.64784
H -1.53976 5.29932 4.45576
C -1.24622 3.28660 -5.41799
H 3.21374 -4.20317 -5.35429
F -3.13718 -0.42660 11.57885
C 1.49902 1.13474 -8.29034
H -1.82273 2.95290 0.41469
F -1.14640 -1.45637 3.15620
C 0.33054 -3.27150 3.06967
H -3.30886 -0.18873 -0.59072
I -3.21038 2.45385 -10.79311
C 1.57140 5.29648 3.06627
Br 3.11357 3.09166 -5.14956
C 6.12444 -1.78576 5.41894
C -0.96500 5.33742 3.52178
C -4.14156 0.79922 -8.10588
F 6.05800 -0.44190 5.26570
C 0.22251 2.58366 -5.78910
C 2.04302 2.19676 -2.05100
H 3.95629 -2.08655 2.99445
F 0.08916 3.24212 0.88081
O -4.52811 2.13418 -3.24953
H 0.90533 3.84928 -3.98934
H -5.65200 -1.77074 -3.06157
C 1.56351 -4.69377 1.55820
F 1.91277 0.46062 6.00774
C 1.14986 0.54092 -6.76616
C 1.20922 2.81352 -4.49792
C -3.65054 3.27225 -5.44890
H 0.66445 3.24333 -6.66853
F -0.67670 6.00695 1.13386
F -0.83708 4.08505 -0.90053
C 0.94811 -4.50627 -5.95509
H -4.02247 1.04425 -5.13543
H -2.98032 -1.12115 -2.22695
C -4.47953 2.04980 -4.71617
H 1.39422 -4.65268 -7.05275
F 2.73076 4.66894 3.40256
H 2.89873 1.41792 -1.77910
H 0.15912 -5.37808 -5.81633
H -1.68690 0.22132 12.77090
C 1.10363 1.66895 -3.32960
F 2.43669 -5.61580 2.04724
C -2.42139 2.94530 -7.62453
O 0.75287 -0.88562 -7.01258
H -2.36291 0.70882 -2.02276
H 0.03113 1.51771 -2.88131
C 1.98813 -4.27625 0.14539
H -1.43036 3.09068 -4.25499
C 0.16801 -3.06543 -5.92000
H 6.08991 -3.30992 6.97779
H 1.24548 -0.21294 7.92466
H 0.97899 -4.53042 -2.92700
O 0.61880 1.60488 9.88756
C 1.95736 -4.05472 -3.41733
C 1.01042 -0.62319 8.91027
F 1.98744 -1.10312 3.74646
H 1.83240 -2.86773 -3.42092
C -1.66933 1.30378 10.88366
F 6.86144 -1.61016 7.68392
H 1.40485 2.31597 -1.05572
C -3.20774 2.08256 -8.59490
H 2.33520 -2.08376 -6.03610
H -2.32983 -3.53783 2.06975
H -1.18482 4.46325 -5.52349
H -4.77078 0.39811 -9.03727
F 7.35268 -2.15356 4.96299
C -5.54754 -0.77524 -3.67218
C 5.95886 -2.22932 6.87719
C -0.54722 -2.30515 2.26088
F 0.34442 -5.28254 1.59012
F 2.70720 -2.14198 5.51825
H -0.76698 -2.05035 -3.98260
C -1.53788 4.96439 1.20655
C -1.64000 -2.97363 1.43544
F 1.14713 -0.12238 11.26232
F -0.30486 -0.96147 8.92085
H 2.10779 0.49642 -6.09589
H -4.93969 1.12646 -7.30875
F -1.05466 -0.96796 11.30135
H 3.00262 -6.52445 -3.71816
H 1.56872 0.63582 -3.64303
H 2.89480 -4.29145 -2.75356
H -4.33922 3.65808 -6.33832
C 2.21653 -4.64035 -4.92603
F -1.13545 -3.80656 0.49656
*
```

No. 2
The following is a DFT calculation (ωB97M-V/def2-TZVPD) of a single C8H16NO3P molecule in a non-equilibrium geometry.

Calculated values
LUMO energy: 0.70 eV

Geometry as ORCA input:
```
! wB97M-V def2-TZVPD RIJCOSX def2/J DEFGRID3
* xyz 0 1
H 0.53876 0.44506 2.52944
C -0.33057 -0.07860 0.63990
H 2.95858 -1.16761 1.83836
H -1.47297 -1.68331 0.44129
O 1.31908 -2.10601 -0.35304
O 1.24886 -0.14111 -1.79139
H -2.55452 -1.24883 -1.59700
O 2.30280 0.24903 0.39139
C -0.05660 -0.27058 2.08470
H -0.98333 -0.30174 2.69963
H -0.91254 -1.25458 -1.70214
H -3.00343 0.95016 0.13289
H 0.33600 -1.21738 2.25312
H 3.47766 0.56207 2.12715
C 1.73889 1.15127 -2.07078
H 2.57961 1.41267 -1.30796
H 0.92228 1.88766 -1.74616
H -1.63957 0.32518 -1.82982
H 1.91991 1.26402 -3.17580
C -1.69817 -0.67473 -1.47086
H -2.81427 0.53139 1.87126
H 4.25997 -0.47255 0.85886
H -3.59846 -0.52062 0.81033
P 1.15811 -0.64703 -0.30045
C -0.30750 1.61374 0.14709
C 3.26920 -0.27899 1.29460
C -1.63161 -0.68821 0.16411
N -0.22705 2.73843 -0.05671
C -2.82194 0.12646 0.82451
*
```

No. 3
The following is a DFT calculation (ωB97M-V/def2-TZVPD) of a single C11H12FNO3S molecule.

Calculated values
LUMO energy: 0.53 eV

Geometry as ORCA input:
```
! wB97M-V def2-TZVPD RIJCOSX def2/J DEFGRID3
* xyz 0 1
O 0.33099 -0.67556 -1.25802
H -5.92505 0.44979 -0.87089
H -2.07930 0.11580 -1.74980
H 2.43534 -1.24788 -1.26928
H 4.83571 -1.86192 -1.30170
H 5.65896 1.13519 1.61853
H -4.67864 -0.58336 -1.66302
O -6.00142 -0.68975 1.27457
C 5.36380 -0.39418 0.15520
O -4.22567 -1.88197 0.63667
C -5.01390 -0.99695 0.43031
H -1.11408 0.97446 1.02293
H -5.96955 -1.25649 2.06180
C 4.94498 0.62351 0.99317
H 1.17213 1.43603 0.91536
H -2.35038 -0.75819 -0.22153
C 3.60661 0.96284 1.00831
S -3.72223 1.20316 -0.36908
C -1.00939 0.92937 -0.06313
C -4.97823 -0.07021 -0.75148
N 1.35287 0.68624 0.26169
F 6.67139 -0.73043 0.13591
C 0.28119 0.20570 -0.43377
C -2.20847 0.22368 -0.67265
C 3.13880 -0.72895 -0.64091
C 4.47741 -1.07288 -0.66024
H -0.95279 1.95420 -0.44176
C 2.69360 0.29277 0.19438
H 3.26532 1.75597 1.65841
*
```

No. 4
The following is a DFT calculation (ωB97M-V/def2-TZVPD) of 2 unconnected molecules or ions with the total composition C7H15Cl in a non-equilibrium geometry.

Calculated values
LUMO energy: 0.84 eV

Geometry as ORCA input:
```
! wB97M-V def2-TZVPD RIJCOSX def2/J DEFGRID3
* xyz 0 1
H -1.75602 -2.11102 0.26299
C 2.15305 -1.60678 -0.07254
H -2.99125 6.75599 0.51878
H 3.11334 -1.12259 -0.33492
Cl -1.84506 5.91565 -1.40039
H 1.97370 -0.58432 1.83971
C 0.02790 -1.36988 1.26433
H 2.38535 -2.57707 0.40708
C 1.37774 -0.73720 0.91944
H -1.02796 -0.65657 -0.47900
H -0.53348 -0.71606 1.95918
H -3.21843 4.99013 0.32019
C -2.48826 5.81339 0.24471
H 1.89082 -2.51756 -2.03112
H -0.61636 -2.64930 -1.91164
C 1.32944 -1.86377 -1.33624
C -0.02040 -2.49645 -0.99136
C -0.79571 -1.62686 0.00063
H 1.20170 0.25610 0.46357
H -1.67299 5.62762 0.96404
H 1.15215 -0.89960 -1.85044
H 0.20516 -2.33403 1.77857
H 0.15562 -3.48977 -0.53552
*
```

No. 5
The following is a DFT calculation (ωB97M-V/def2-TZVPD) of a single C6H12O molecule in a non-equilibrium geometry.

Calculated values
LUMO energy: 0.94 eV

Geometry as ORCA input:
```
! wB97M-V def2-TZVPD RIJCOSX def2/J DEFGRID3
* xyz 0 1
C -1.54184 -0.17801 0.98653
C -0.34350 -0.64849 0.17983
H 2.93958 0.90329 0.10524
H -1.43910 0.12773 2.02140
H 1.13353 0.15645 1.51720
C 1.92863 0.87692 -0.32622
H 2.05664 0.68194 -1.39787
O -0.51867 1.90942 0.61727
H -0.49250 -2.80095 -0.59496
H 1.59059 1.91611 -0.23476
C -0.81192 -1.76568 -0.81031
C 1.13122 -0.22104 0.49214
H -1.33725 0.87304 -1.02531
H -2.51228 -0.57734 0.71847
H -1.91449 -1.84000 -0.81426
C -0.99237 0.74094 -0.01084
H -0.52510 -1.55628 -1.84170
H -0.11459 2.50158 -0.01969
H 1.76343 -1.09964 0.43784
*
```

Across the entries above, HOMO takes the values -0.15375 -0.38367 -0.31498 -0.38767 -0.31226 Ha, respectively.